# 1
Molecular formula: C2H2S3
Method: DFT, wB97M-V/def2-TZVPD

For the relative energy (zero: lowest compared OMol25 entry of this formula, charge and spin), the calculation gives 136.7 kJ/mol. Its charge is 0. As for the LUMO energy: -2.00 eV. The largest force on an atom is 3.7 eV/Å. The calculation puts the HOMO energy at -9.190 eV. The multiplicity is 1. As for the SMILES: S=CC(=S)S.

Last column: natural (NBO) charge in e.
CARTESIAN COORDINATES (ANGSTROEM)
C1 -0.1458 0.3748 0.1215  -0.3410
C2 1.1285 -0.5968 -0.2392  -0.3006
H1 -2.0657 0.9928 0.7354  0.1826
H2 1.8471 -0.0182 -0.7948  0.2093
S1 -1.5812 -0.3818 1.0105  0.0346
S2 -0.2696 1.8983 -0.4390  0.0871
S3 1.0866 -2.2693 -0.3944  0.1280

# 2
Molecular formula: C2H2S3
Method: DFT, wB97M-V/def2-TZVPD

For the relative energy (zero: lowest compared OMol25 entry of this formula, charge and spin), the calculation gives 206.3 kJ/mol. Its charge is 0. As for the LUMO energy: -0.45 eV. The largest force on an atom is 1.9 eV/Å. The calculation puts the HOMO energy at -8.885 eV. The multiplicity is 1.

Last column: natural (NBO) charge in e.
CARTESIAN COORDINATES (ANGSTROEM)
C1 0.8969 -2.5313 -0.9663  -0.1862
C2 -0.1405 0.6071 -0.0355  -0.5149
S1 1.1968 -2.8332 0.5225  0.1870
S2 0.5229 0.8385 1.3986  0.0081
S3 -1.3861 1.5742 -0.6009  0.1478
H1 0.0380 -0.2849 -0.5540  0.2115
H2 -1.1279 2.6296 0.2355  0.1468

# 3
Molecular formula: C2H2Si
Method: DFT, wB97M-V/def2-TZVPD

For the relative energy (zero: lowest compared OMol25 entry of this formula, charge and spin), the calculation gives 358.8 kJ/mol. Its charge is 0. As for the LUMO energy (spin up / spin down): -1.36 / -1.36 eV. The largest force on an atom is 3.4 eV/Å. The calculation puts the HOMO energy (spin up / spin down) at -9.071 / -9.117 eV. The multiplicity is 1.

Last column: Löwdin charge in e.
CARTESIAN COORDINATES (ANGSTROEM)
C1 0.4813 0.1502 -1.0518  -0.1639
C2 0.6709 -0.6700 1.1991  -0.1078
Si1 -0.5839 0.3430 0.3533  0.4099
H1 1.3919 -0.5659 -1.0710  -0.0414
H2 -1.9602 0.7427 0.5704  -0.0968

> What is the multiplicity in the third record?

1